one) Density functional theory data (wB97M-V/def2-TZVPD) for 2 unconnected molecules or ions with the total composition C11H15N.

Last column: Mulliken charge in e.
Positions of all 27 atoms, in Å:
C  -1.56  -0.16  1.51  -0.510
H  0.59  1.42  -1.41  0.423
H  -1.26  1.88  4.70  0.299
H  -0.53  -2.79  -4.09  0.317
H  1.98  2.33  0.83  0.169
C  -0.09  1.29  3.03  0.583
H  -1.28  -0.25  -1.99  0.364
C  0.52  -2.61  -4.09  -0.915
C  0.26  1.13  0.79  0.168
C  -0.66  1.09  4.38  -1.200
H  -2.50  -1.24  0.03  0.289
H  0.01  0.88  5.34  0.267
H  -2.12  -0.50  2.37  0.321
H  0.73  -2.68  -5.14  0.305
H  -1.20  0.13  4.34  0.289
C  -0.92  -0.05  -0.93  -0.464
H  1.10  -3.35  -3.47  0.248
H  1.96  2.29  3.20  0.379
N  1.33  1.79  1.28  -0.059
C  1.08  1.94  2.68  -0.778
C  -0.59  0.70  1.84  0.945
H  2.14  -0.97  -4.12  0.360
H  0.36  -0.36  -4.22  0.202
C  1.11  -1.19  -3.76  -0.597
C  0.09  0.89  -0.64  -0.798
H  1.15  -1.12  -2.64  0.087
C  -1.69  -0.51  0.19  -0.694

Output
- E_LUMO: 0.97 eV



two) Density functional theory data (wB97M-V/def2-TZVPD) for 2 unconnected molecules or ions with the total composition C11H15N.

Last column: Mulliken charge in e.
Positions of all 27 atoms, in Å:
C  -0.76  -0.20  -2.43  -0.819
H  0.60  2.45  2.65  0.393
C  -0.31  -2.87  1.49  -1.040
C  0.08  1.72  0.63  0.620
C  1.62  0.09  -2.40  -0.310
H  -2.80  0.47  -0.59  0.270
H  0.41  -0.87  2.01  0.195
H  0.64  -1.15  -3.85  0.512
H  -1.24  -3.46  2.00  0.207
H  0.47  -3.29  1.99  0.351
C  -1.33  1.66  0.62  -0.884
H  -1.26  -1.34  2.22  0.367
C  -0.82  0.56  -1.20  -0.270
C  -0.44  -1.35  1.59  -0.405
C  0.40  1.22  -0.77  1.239
H  2.47  -0.17  -2.99  0.329
C  1.02  2.07  1.72  -1.624
H  1.35  3.08  1.46  0.426
N  -1.85  0.84  -0.38  0.053
C  1.64  0.98  -1.38  -0.688
C  0.45  -0.56  -3.01  -0.748
H  -0.65  -0.85  0.54  0.098
H  -1.66  -0.69  -2.68  0.332
H  2.56  1.44  -0.96  0.377
H  1.64  1.30  1.95  0.362
H  -2.07  2.11  1.31  0.373
H  -0.16  -3.18  0.44  0.282

Output
- E_LUMO: 0.92 eV



three) Density functional theory data (wB97M-V/def2-TZVPD) for 2 unconnected molecules or ions with the total composition C11H15N.

Last column: Mulliken charge in e.
Positions of all 27 atoms, in Å:
C  0.05  -1.66  0.56  0.839
H  -0.94  3.64  0.44  0.268
H  -1.98  0.42  -0.77  0.191
H  0.13  -2.10  2.67  0.354
H  -2.14  3.91  1.76  0.267
C  1.90  -1.67  -2.71  -0.549
C  -0.89  2.32  2.17  -0.697
C  -1.09  3.72  1.52  -0.927
C  0.65  -2.37  1.75  -1.360
H  -1.45  -0.47  1.57  0.521
C  1.71  -2.00  -1.38  -0.434
H  -0.95  2.50  3.24  0.352
C  0.52  -1.59  -0.80  0.928
H  2.80  -2.01  -3.21  0.344
H  1.69  -2.01  1.72  0.305
C  -0.34  -0.69  -1.52  -0.175
H  -0.83  0.43  -3.12  0.325
H  2.28  -2.73  -0.82  0.342
C  -0.07  -0.29  -2.84  -0.579
H  -0.01  1.74  1.90  0.322
H  -1.82  1.78  1.96  0.143
H  1.49  -0.40  -4.34  0.335
H  -0.41  4.50  1.84  0.312
C  -0.89  -0.66  0.67  -1.163
N  -1.23  -0.22  -0.59  -0.022
C  1.17  -0.65  -3.33  -0.570
H  0.67  -3.45  1.66  0.329

Output
- E_LUMO: 0.85 eV



four) Density functional theory data (wB97M-V/def2-TZVPD) for 2 unconnected molecules or ions with the total composition C11H15N.

Last column: Mulliken charge in e.
Positions of all 27 atoms, in Å:
C  0.63  -0.09  2.10  -0.816
H  0.47  -3.31  -2.36  0.345
C  -0.26  2.63  -0.35  -0.439
C  0.07  -0.98  0.14  0.714
C  1.36  -0.30  0.02  0.198
H  0.77  2.81  -0.80  0.257
H  -2.53  -1.27  1.20  0.271
N  1.59  0.36  1.17  -0.002
H  -2.21  3.21  -0.94  0.369
H  -1.37  2.26  -2.21  0.198
C  1.73  -1.49  -1.98  -0.260
C  -1.58  2.35  -1.10  -0.799
H  0.05  1.92  0.45  -0.075
H  0.79  0.24  3.19  0.283
C  -0.31  -2.06  -0.76  -0.329
H  -2.26  -0.45  2.72  0.368
C  -0.42  -0.80  1.57  0.857
C  -1.76  -1.15  2.11  -1.361
H  2.57  0.71  1.52  0.301
C  0.54  -2.38  -1.77  -0.613
H  -1.81  -2.11  2.60  0.322
H  2.24  -1.85  -2.86  0.338
H  -2.09  1.39  -0.73  0.184
H  -1.26  -2.63  -0.54  0.235
H  3.25  -0.11  -1.46  0.156
C  2.18  -0.52  -1.13  -1.024
H  -0.39  3.61  0.18  0.323

Output
- E_LUMO: 0.89 eV



Stability, highest: three)



one) Density functional theory data (wB97M-V/def2-TZVPD) for 2 unconnected molecules or ions with the total composition C11H15N.

Last column: Mulliken charge in e.
Positions of all 27 atoms, in Å:
H  -3.58  4.53  0.53  0.259
H  -1.82  -2.63  1.72  0.324
H  4.01  -2.34  -1.18  0.367
C  2.98  -2.13  -0.93  -0.636
H  1.70  0.65  -2.29  0.354
H  0.32  -3.85  1.74  0.392
H  -3.27  3.72  1.93  0.326
H  2.43  -4.05  -0.24  0.238
N  2.31  -3.05  -0.12  -0.079
H  -2.64  1.66  0.46  -0.005
C  -0.01  -0.38  0.02  -0.010
C  -0.98  -2.22  1.16  -0.289
C  2.55  0.37  -1.68  -1.393
H  2.86  1.08  -0.90  0.335
C  -1.14  -0.94  0.58  -0.637
H  -1.84  4.40  1.08  0.249
H  -0.02  0.61  -0.43  0.321
H  3.42  0.27  -2.34  0.333
H  -2.07  -0.40  0.59  0.306
C  -2.79  3.89  0.96  -0.891
H  -3.17  2.76  -0.84  0.336
C  -2.58  2.66  0.09  -0.511
C  1.22  -2.38  0.42  -0.163
C  0.21  -2.91  1.23  -0.962
C  2.36  -0.92  -0.97  0.434
C  1.18  -1.09  -0.12  0.751
H  -1.62  2.69  -0.45  0.253

Output
- E_LUMO: 0.98 eV



two) Density functional theory data (wB97M-V/def2-TZVPD) for 2 unconnected molecules or ions with the total composition C11H15N.

Last column: Mulliken charge in e.
Positions of all 27 atoms, in Å:
H  2.59  -2.43  0.63  0.313
H  -0.06  3.25  2.41  0.214
H  -2.67  -1.36  -2.62  0.218
H  -0.64  2.48  3.88  0.348
H  -1.55  -3.22  -2.00  0.412
C  2.81  -1.34  0.76  -1.307
C  -1.84  -1.01  -1.92  -0.338
H  -2.79  2.76  2.75  0.339
H  0.54  -3.01  -0.38  0.224
C  -1.45  0.21  -1.48  -0.762
H  -2.01  1.14  -1.76  0.280
C  1.79  0.82  -0.05  -0.939
H  0.11  1.49  2.69  0.185
H  -2.35  1.19  2.11  0.278
C  -1.95  2.22  2.27  -0.871
C  -1.21  -2.30  -1.58  -0.734
N  0.63  1.29  -0.70  -0.076
H  0.23  2.21  -0.69  0.297
C  1.69  -0.55  0.19  0.888
C  0.44  -0.97  -0.42  0.212
C  -0.04  -2.22  -0.87  -0.330
C  -0.23  0.19  -0.75  0.608
H  2.97  -1.09  1.79  0.314
C  -0.55  2.36  2.82  -0.713
H  -2.12  2.58  1.26  0.224
H  2.63  1.37  0.34  0.388
H  3.72  -1.02  0.27  0.329

Output
- E_LUMO: 0.92 eV



Stability, highest: one)



one) Density functional theory data (wB97M-V/def2-TZVPD) for a single C2H4N2OS molecule.

Last column: Mulliken charge in e.
Positions of all 10 atoms, in Å:
H  -1.39  -1.71  0.03  0.219
C  1.04  -0.61  -0.01  0.017
N  -1.97  -0.85  0.00  -0.613
O  0.50  1.67  0.01  -0.371
C  -1.30  0.21  -0.01  0.157
H  0.63  -1.61  0.02  0.137
S  2.66  -0.33  0.00  -0.402
H  1.49  1.65  -0.02  0.287
N  0.11  0.36  0.00  0.189
H  -1.77  1.21  -0.01  0.382

Output
- E_LUMO: -0.31 eV



two) Density functional theory data (wB97M-V/def2-TZVPD) for a single C2H4N2OS molecule.

Last column: Mulliken charge in e.
Positions of all 10 atoms, in Å:
S  -1.14  -1.66  1.70  -0.339
H  -0.05  0.88  1.67  0.231
H  0.62  -0.84  -1.28  0.195
N  -0.16  -1.22  -0.77  -0.370
H  -0.53  -2.11  -1.01  0.235
N  0.15  0.53  0.74  -0.137
C  -0.41  -0.77  0.48  0.340
O  0.65  2.63  -0.02  -0.463
H  0.40  1.11  -1.28  0.280
C  0.47  1.46  -0.24  0.030

Output
- E_LUMO: 0.15 eV



Stability, highest: two)